{"formula": "C11H44CdF6N2O18S2", "method": "wB97M-V/def2-TZVPD", "species": ["Cd", "C", "F", "F", "F", "S", "O", "O", "N", "S", "O", "O", "C", "F", "F", "F", "C", "C", "C", "C", "C", "C", "N", "O", "C", "C", "C", "H", "H", "H", "H", "H", "H", "H", "H", "H", "H", "H", "H", "H", "H", "H", "H", "H", "H", "O", "H", "H", "O", "H", "H", "O", "H", "H", "O", "H", "H", "O", "H", "H", "O", "H", "H", "O", "H", "H", "O", "H", "H", "O", "H", "H", "O", "H", "H", "O", "H", "H", "O", "H", "H", "O", "H", "H"], "positions_angstrom": [[0.940029, -0.230985, -0.423181], [4.659469, -2.198525, -1.375261], [3.688889, -2.486045, -2.221891], [5.378799, -3.297775, -1.182401], [5.442469, -1.273345, -1.947651], [3.944209, -1.529655, 0.370919], [4.601349, -2.335665, 1.398149], [4.169659, -0.116355, 0.371329], [2.195709, -1.734675, 0.263219], [1.937539, -3.057925, 0.939109], [0.517099, -3.375105, 0.681269], [2.799069, -4.127915, 0.582169], [2.191419, -2.603015, 2.823319], [1.074529, -2.991475, 3.466229], [3.103119, -3.387135, 3.353189], [2.524019, -1.327585, 2.991639], [-3.561381, -0.808285, 0.624739], [-2.954821, 0.432655, 1.384689], [-3.996461, 0.608015, 2.507749], [-3.598981, 1.553515, 3.647639], [-2.187541, 1.170785, 4.109469], [-1.030061, 1.146515, 3.099899], [-1.591031, 0.273405, 1.946669], [-0.629701, -0.406035, 1.071479], [0.114819, 0.523095, 3.905849], [-0.619011, 2.612245, 2.674499], [-3.015241, 1.627045, 0.461159], [-3.893271, -1.700165, 1.156259], [-2.820891, -1.222185, -0.059701], [-4.444621, -0.604765, 0.019299], [-4.075071, -0.372245, 2.977859], [-4.997581, 0.870415, 2.165669], [-4.416991, 1.572915, 4.367759], [-3.556061, 2.521635, 3.148629], [-2.116391, 0.240785, 4.673509], [-1.894141, 2.044195, 4.691859], [-0.077461, -0.522865, 4.144759], [0.328839, 1.034295, 4.844459], [1.044169, 0.574695, 3.338629], [0.095279, 2.991325, 3.405389], [-1.494331, 3.253895, 2.573449], [-0.187071, 2.656855, 1.674729], [-3.899471, 1.621825, -0.176181], [-2.188181, 1.499775, -0.237311], [-2.989001, 2.571905, 1.003969], [0.821729, 5.141575, 1.126629], [1.301759, 5.768705, 0.585789], [0.451359, 4.519105, 0.500859], [1.891689, 1.190275, 0.719069], [1.433449, 1.330565, 1.547659], [2.700339, 1.695435, 0.803509], [-1.603881, -2.749285, 2.180139], [-1.641781, -1.795395, 2.110179], [-1.008271, -3.017745, 1.480559], [-1.655911, -3.624515, -2.183871], [-2.441221, -3.831025, -1.677051], [-1.118951, -4.414895, -2.127171], [2.039129, -1.019975, -4.926661], [2.615139, -0.818535, -5.664121], [1.762019, -1.923535, -5.078421], [-2.406721, 0.869925, -3.122831], [-3.315791, 1.168565, -3.097731], [-2.115351, 1.062555, -4.014031], [0.083559, 3.932315, -1.367891], [0.705829, 4.160195, -2.058601], [-0.720471, 4.393065, -1.607661], [-0.183561, 1.113465, -1.542321], [-1.033641, 0.951465, -1.951411], [-0.070541, 2.062695, -1.591561], [-1.370811, -1.961875, -4.496501], [-1.427491, -2.496355, -3.704451], [-1.725351, -2.520065, -5.188571], [-0.303451, 0.430525, -5.386521], [-0.749181, -0.392695, -5.186871], [0.578869, 0.317585, -5.032971], [2.482769, 0.057135, -2.187161], [2.400039, -0.459345, -2.988811], [3.282029, 0.568665, -2.312661], [0.238439, -1.659275, -1.716811], [0.540339, -1.912595, -2.589111], [-0.398771, -2.332615, -1.478461], [4.810339, 1.383725, -2.158811], [4.943579, 1.885775, -1.354811], [5.693049, 1.234325, -2.497521]], "forces_ev_per_a": [[-1.163, 0.488, 1.015], [-0.077, -0.038, 0.868], [-0.446, -0.100, -0.137], [-0.126, 0.382, 0.236], [-0.173, -0.195, 0.463], [0.017, -0.429, 0.120], [-0.951, 1.316, -1.791], [0.340, 0.041, -0.360], [6.249, 1.298, -0.562], [-4.691, -3.689, 1.455], [1.890, 0.592, 0.652], [1.058, -0.577, 0.143], [-1.122, -2.190, -0.374], [-0.088, 1.442, -0.361], [1.252, -0.011, -0.009], [-0.556, -0.380, 0.138], [1.165, -0.658, -0.827], [-1.249, -0.127, 0.531], [0.372, -0.495, 1.576], [0.559, -0.645, -2.306], [-0.188, 1.702, 0.655], [-1.974, -0.343, -1.735], [1.263, -1.296, 0.798], [-1.048, 1.305, 1.057], [0.403, -0.509, -1.089], [-0.450, -1.086, -0.136], [0.108, -0.040, -1.042], [0.439, 0.348, 0.976], [0.224, 0.176, -0.232], [0.033, 0.888, 0.001], [-0.193, -0.240, -0.018], [0.089, -0.007, -0.562], [0.487, -0.005, 0.439], [0.063, 0.543, 0.482], [-0.419, 0.126, 0.137], [0.147, -0.307, 1.067], [-0.046, -0.042, -0.211], [-0.426, 0.345, -0.049], [0.132, -0.216, -0.032], [-0.127, 0.349, -0.082], [0.008, 0.110, 0.423], [0.311, -0.347, -0.005], [-0.360, 0.048, 0.171], [0.250, 0.495, 0.154], [0.273, 0.026, -0.109], [0.126, 0.162, 0.526], [0.092, 0.161, -0.091], [-0.080, -0.217, -0.298], [1.041, 2.299, 1.316], [-0.593, -0.049, 0.405], [0.453, -0.123, -0.160], [-0.990, -0.860, 0.598], [0.272, 0.595, -0.080], [0.312, 0.138, 0.059], [0.137, 0.073, -0.261], [-0.347, 0.126, 0.287], [0.257, -0.349, 0.111], [0.224, 0.001, 0.394], [0.244, 0.136, -0.209], [-0.210, -0.297, -0.069], [-0.166, 0.036, 0.197], [-0.271, 0.018, 0.252], [0.518, -0.068, -0.480], [0.041, -0.219, 0.020], [0.323, 0.095, -0.226], [-0.417, 0.127, -0.017], [-0.439, 1.314, -1.098], [-0.755, -0.399, -0.416], [0.155, 0.574, 0.214], [0.272, 0.091, -0.531], [-0.313, -0.226, 0.676], [-0.133, -0.142, -0.225], [-0.412, 1.008, -0.355], [-0.091, -0.488, 0.282], [0.159, -0.151, 0.112], [-0.292, -0.105, -0.184], [-0.145, -0.184, -0.454], [0.746, 0.387, 0.185], [-0.755, -1.553, -2.105], [0.149, 0.127, -0.265], [-0.545, -0.442, 0.455], [0.037, 0.530, -0.292], [-0.037, 0.004, 0.345], [0.175, -0.180, -0.143]], "relative_energy_kj_mol": 140.9, "charge": 0, "mol_weight_g_mol": 783.0, "homo_ev": -5.87, "orbital_gap_ev": 5.4}

---

{"formula": "C4H12NO3", "method": "wB97M-V/def2-TZVPD", "species": ["C", "C", "C", "C", "O", "O", "N", "H", "H", "H", "H", "H", "H", "H", "H", "H", "H", "H", "H", "O"], "positions_angstrom": [[2.616930, -0.355894, -0.189819], [1.375887, -0.901478, -1.034373], [0.072619, -0.547965, -0.408084], [-0.278895, 0.992529, -0.691981], [-1.463701, 1.048843, 0.246524], [0.786360, 1.694538, -0.377219], [2.374104, -0.219761, 1.212213], [2.742254, 0.725002, -0.746394], [3.552387, -0.943310, -0.322977], [1.397659, -0.594534, -2.132419], [1.477318, -2.062301, -1.018169], [-0.801361, -1.027002, -0.939110], [0.117335, -0.669489, 0.723045], [-1.585120, 1.958147, 0.374797], [3.222910, -0.190232, 1.755927], [1.917194, 0.701418, 1.329039], [-0.912408, 1.165234, -1.601947], [-4.133600, -1.058832, 0.207930], [-4.222661, -1.365874, 1.723743], [-4.586395, -1.521263, 0.894020]], "forces_ev_per_a": [[-0.029, -0.020, -0.672], [0.440, -1.095, -0.355], [1.513, -2.860, -0.028], [-1.515, 3.891, 2.775], [2.306, -1.876, -1.312], [-2.766, -1.821, -1.234], [-0.377, 2.102, -1.591], [-0.557, -1.295, 1.031], [-0.733, 0.465, -0.428], [0.223, -0.497, 1.393], [-0.123, 1.624, 0.129], [0.761, 0.592, 0.668], [-0.400, 0.333, -1.502], [-0.478, 2.460, 0.795], [0.149, -0.497, 0.289], [0.057, -1.002, 0.585], [1.529, -0.530, -0.553], [0.589, 0.611, -0.248], [1.202, 0.688, 1.995], [-1.790, -1.275, -1.735]], "relative_energy_kj_mol": 750.8, "charge": 1, "mol_weight_g_mol": 122.1, "homo_ev": -13.93, "orbital_gap_ev": 4.6}

---

{"formula": "C20H59NO17", "method": "wB97M-V/def2-TZVPD", "species": ["C", "C", "O", "O", "H", "H", "H", "H", "H", "H", "C", "C", "O", "O", "H", "H", "H", "H", "H", "H", "C", "C", "O", "O", "H", "H", "H", "H", "H", "H", "C", "C", "O", "O", "H", "H", "H", "H", "H", "H", "C", "C", "O", "O", "H", "H", "H", "H", "H", "H", "C", "C", "O", "O", "H", "H", "H", "H", "H", "H", "C", "C", "O", "O", "H", "H", "H", "H", "H", "H", "C", "C", "O", "O", "H", "H", "H", "H", "H", "H", "C", "C", "C", "O", "C", "N", "H", "H", "H", "H", "H", "H", "H", "H", "H", "H", "H"], "positions_angstrom": [[-1.664343, -1.661574, -0.616617], [-1.710543, -0.174894, -0.312437], [-1.994783, 0.041636, 1.116613], [-0.694043, -2.331424, 0.217183], [-1.597063, -1.728844, -1.702457], [-2.642473, -2.070894, -0.364017], [-2.435803, 0.184446, -1.042487], [-0.775653, 0.268866, -0.654707], [-1.164403, 0.012476, 1.597453], [-0.049443, -2.822614, -0.297437], [-4.783483, 3.926136, 4.470003], [-3.439693, 4.715876, 4.411723], [-3.708833, 6.035666, 4.533133], [-5.812183, 4.581816, 3.810143], [-4.856233, 3.847526, 5.554733], [-4.723593, 2.878226, 4.176073], [-3.191583, 4.623836, 3.354343], [-2.646723, 4.512346, 5.131353], [-4.621123, 6.155996, 4.259563], [-6.552003, 3.988176, 3.662273], [-0.041103, -0.851674, 5.659513], [1.146517, -0.150824, 4.969393], [0.703167, 1.088406, 4.422263], [-0.719973, -0.129554, 6.570593], [0.405367, -1.721134, 6.142003], [-0.638243, -1.103034, 4.782953], [1.361827, -0.826684, 4.141773], [2.032597, 0.049626, 5.571703], [0.692147, 1.648036, 5.202203], [-0.137753, 0.133956, 7.286973], [4.638147, -4.317154, -0.228807], [5.758657, -3.910494, 0.753553], [5.311847, -2.954794, 1.745273], [4.263227, -3.217464, -1.094077], [3.793457, -4.798304, 0.264243], [5.066827, -5.118004, -0.831277], [6.544817, -3.305254, 0.302173], [6.232487, -4.825974, 1.107773], [6.081207, -2.563294, 2.165303], [4.167987, -2.428074, -0.556117], [-5.344833, -1.577904, 6.072523], [-5.090693, -2.531094, 4.983753], [-6.226843, -3.361354, 4.893603], [-4.950013, -2.054454, 7.375713], [-6.330113, -1.132644, 6.210613], [-4.751503, -0.675964, 5.922283], [-4.210673, -3.168974, 5.066093], [-5.048933, -2.127644, 3.972033], [-6.369463, -3.767244, 5.751803], [-4.004623, -2.220534, 7.359313], [-1.454523, -5.969064, -5.400707], [-2.034513, -4.723074, -6.145157], [-1.213713, -4.501804, -7.265757], [-2.219413, -6.233084, -4.238637], [-0.389233, -5.825484, -5.220117], [-1.415833, -6.834244, -6.062567], [-1.906363, -3.944604, -5.393047], [-3.047133, -5.047064, -6.385397], [-1.627003, -4.937684, -8.014627], [-2.650033, -7.059234, -4.470217], [-6.323243, 0.921096, -4.878687], [-6.727543, 0.312246, -3.536377], [-8.027783, 0.546636, -3.278417], [-4.955683, 0.753926, -5.114277], [-6.545963, 1.976016, -4.718537], [-6.877393, 0.578926, -5.752727], [-6.128253, 0.756346, -2.741567], [-6.686583, -0.767274, -3.391307], [-8.623533, -0.053494, -3.732857], [-4.763353, 1.183676, -5.950887], [2.631167, 6.046616, -0.501667], [2.351237, 5.341386, 0.784483], [2.252467, 4.002816, 0.393293], [1.750207, 5.832016, -1.660887], [3.667487, 5.824986, -0.756657], [2.684557, 7.121526, -0.329027], [1.381967, 5.689946, 1.141063], [3.096127, 5.448396, 1.573003], [2.070467, 3.498686, 1.189753], [1.613617, 4.882856, -1.615737], [8.467507, 1.981156, -4.100017], [7.852357, 1.253576, -2.869347], [6.359727, 1.465116, -2.507517], [5.657987, 1.327416, -3.738157], [4.257717, 1.456326, -3.393047], [8.023887, -0.158774, -3.061437], [7.867417, 1.688526, -4.961627], [9.438937, 1.719806, -4.519717], [8.435267, 3.046876, -3.873517], [8.366107, 1.460296, -1.930497], [5.997517, 2.393516, -2.065957], [6.103847, 0.746076, -1.729307], [3.947367, 2.422576, -2.995377], [3.950317, 0.786876, -2.589647], [3.661367, 1.269366, -4.286067], [7.480607, -0.363324, -3.887937], [8.978327, -0.380714, -3.306177]], "forces_ev_per_a": [[-0.322, 0.207, 0.920], [0.574, -1.063, 0.801], [-0.301, 0.354, -2.040], [-0.247, 0.364, -0.654], [0.742, -0.552, -0.085], [-0.068, -0.138, 0.111], [-0.708, 0.647, 0.859], [0.272, 0.229, 0.516], [0.164, -0.086, -0.166], [-0.097, 0.064, -0.226], [1.864, -1.435, 2.444], [-1.054, -1.323, -2.871], [-0.794, 2.934, 1.201], [-0.146, 0.830, -0.294], [-1.342, 0.184, 0.458], [0.495, 0.050, -0.523], [1.326, -0.760, -0.138], [-0.256, -0.939, -0.219], [-0.181, 0.435, -0.142], [0.101, 0.009, 0.076], [2.721, -0.959, -1.512], [-0.936, 0.071, -0.386], [0.384, -0.076, 0.119], [-1.580, 1.672, 1.317], [-0.222, -0.726, -0.275], [-0.689, -0.247, 0.571], [0.567, 0.174, -0.054], [0.085, -0.400, 0.264], [-0.374, 0.530, -0.235], [0.014, -0.064, 0.135], [1.062, 1.183, 0.054], [-0.008, 1.093, -0.325], [-0.848, -0.996, 0.192], [0.045, -1.164, 0.393], [-0.235, 0.437, 0.328], [0.048, 0.256, -0.428], [0.089, -0.699, -1.160], [-0.208, -0.039, 0.744], [0.039, -0.062, -0.065], [-0.009, 0.006, 0.260], [2.072, 2.455, 1.666], [-1.412, -1.079, -1.265], [-0.721, -1.165, -0.285], [-0.630, -0.497, -0.187], [-0.370, -0.910, -0.480], [0.375, 0.246, -0.356], [0.443, 0.334, 0.577], [0.225, 0.719, 0.231], [-0.040, -0.109, 0.127], [0.091, 0.036, -0.041], [0.246, 0.542, -0.838], [1.319, -2.387, 1.271], [-0.225, 0.533, -0.435], [0.232, -0.414, -0.284], [0.005, 0.433, 0.640], [-0.480, -0.160, -0.267], [-0.629, 0.505, -0.537], [-0.279, 0.903, -0.048], [0.128, 0.056, -0.105], [-0.316, -0.004, 0.607], [-0.098, 0.288, 0.580], [1.481, -1.589, -0.470], [-3.445, 1.801, 0.858], [0.776, -0.220, -0.041], [-0.208, 0.302, -0.270], [-0.491, -0.325, 0.220], [0.093, 0.160, -0.083], [1.404, -0.362, -0.711], [0.268, -0.041, -0.078], [0.230, -0.018, 0.009], [1.160, 1.787, -1.126], [-1.455, 0.120, -0.659], [-0.020, -1.346, 0.351], [0.970, -0.072, 2.247], [0.085, -0.452, -0.488], [-0.459, 0.125, -0.030], [-0.170, 0.040, 0.404], [0.277, 0.519, -0.255], [-0.120, -0.401, -0.125], [-0.279, -0.352, -0.317], [-1.408, 0.589, 0.431], [1.061, 0.235, 0.674], [0.862, 0.504, -1.416], [-2.020, -0.129, 1.441], [-0.001, -0.300, -0.744], [-0.532, -1.306, -0.107], [-0.650, 0.625, 0.024], [0.502, -0.322, 1.231], [-0.008, 0.216, -0.680], [0.434, 0.518, -0.046], [0.895, 0.716, -0.008], [-0.091, -0.728, -0.342], [0.595, 0.589, -0.219], [0.237, -0.602, -0.135], [0.129, -0.121, 0.049], [-0.176, -0.565, -0.190], [0.165, 0.088, 0.064]], "relative_energy_kj_mol": 499.7, "smiles": "COC[C@H](C)N.OCCO.OCCO.OCCO.OCCO.OCCO.OCCO.OCCO.OCCO", "charge": 0, "mol_weight_g_mol": 585.7, "homo_ev": -9.05, "orbital_gap_ev": 9.2}

---

{"formula": "C5H5NO2", "method": "wB97M-V/def2-TZVPD", "species": ["C", "C", "C", "C", "C", "H", "H", "H", "H", "H", "N", "O", "O"], "positions_angstrom": [[-1.279326, -0.192412, 0.162126], [-0.270058, 0.616626, 0.875941], [-0.256714, 0.047102, -0.984798], [0.892769, -0.754207, -0.601881], [0.938361, -0.499887, 0.811941], [-0.381920, 0.974575, 1.818615], [-0.531046, 2.194292, -0.525121], [-0.872018, 0.060666, -1.962958], [0.863901, -1.842038, -0.954709], [1.219824, -1.085371, 1.613991], [0.118763, 1.284031, -0.339621], [-2.445140, -0.641606, 0.105080], [2.002602, -0.161769, -0.018607]], "forces_ev_per_a": [[-3.634, -1.744, -2.411], [2.522, -2.358, 1.166], [-3.507, 0.687, -3.887], [-0.217, -5.691, -0.870], [-1.233, 1.927, 0.451], [-0.327, 1.944, 2.516], [1.682, -3.155, 0.291], [1.993, -0.009, 0.936], [0.844, 1.660, 0.280], [-0.006, -1.444, 1.477], [-2.788, 5.527, -0.272], [3.897, 1.665, 1.080], [0.773, 0.993, -0.756]], "relative_energy_kj_mol": 521.4, "charge": 0, "mol_weight_g_mol": 111.1, "homo_ev": -9.70, "orbital_gap_ev": 10.5}

---

{"formula": "C2H5NO2S", "method": "wB97M-V/def2-TZVPD", "species": ["C", "C", "N", "O", "O", "S", "H", "H", "H", "H", "H"], "positions_angstrom": [[2.338327, -0.028368, -0.327797], [-1.052217, -0.643275, 0.802254], [-0.630861, -0.068968, -0.490807], [2.269689, 0.473583, 0.669744], [2.466460, -0.575651, -1.325965], [-0.185615, 1.566659, -0.566762], [-2.216594, -0.683655, 0.850645], [-0.583234, -1.742525, 0.938256], [-0.585363, 0.147420, 1.580197], [-0.499507, -0.673562, -1.277173], [-1.321089, 2.228338, -0.852587]], "forces_ev_per_a": [[0.530, -1.574, -2.485], [0.533, 0.160, 0.677], [-0.003, 0.646, 0.935], [-0.292, 2.188, 4.298], [0.053, -0.804, -1.739], [-0.036, -0.797, -0.151], [2.050, -0.026, 0.321], [-1.123, 2.564, -0.158], [-1.372, -2.259, -1.296], [0.001, 0.145, -0.278], [-0.341, -0.244, -0.123]], "relative_energy_kj_mol": 82.0, "smiles": "O=C=O.CNS", "charge": 0, "mol_weight_g_mol": 107.1, "homo_ev": -9.23, "orbital_gap_ev": 9.8}